# 1
{
  "formula": "C25H26FN2O2RuS2",
  "method": "ωB97M-V with the def2-TZVPD basis set",
  "multiplicity": 2,
  "charge": 2,
  "s2": 0.757,
  "e_tot_ev": -60374.3448,
  "fmax_ev_per_a": 0.349,
  "orbital_gap_ev": [6.9, 6.6],
  "elements": ["Ru", "C", "C", "C", "C", "C", "C", "C", "H", "H", "H", "H", "H", "H", "H", "H", "S", "C", "N", "C", "C", "N", "C", "C", "C", "C", "C", "C", "C", "C", "S", "C", "C", "C", "C", "C", "C", "C", "H", "H", "H", "H", "H", "H", "H", "H", "H", "H", "H", "H", "H", "H", "H", "H", "H", "H", "F", "O", "O"],
  "xyz": [[-0.26651, 0.68197, -0.50544], [1.08080, 3.07841, 1.48244], [-0.16423, 2.48111, 0.91555], [-0.67752, 2.91221, -0.34117], [-1.83791, 2.33899, -0.87945], [-2.47298, 1.27153, -0.22209], [-1.96957, 0.83517, 1.02487], [-0.85318, 1.44544, 1.60485], [1.65988, 2.33463, 2.02661], [0.80427, 3.87089, 2.18199], [1.70312, 3.51102, 0.70260], [-0.15619, 3.68373, -0.89148], [-2.19269, 2.66720, -1.84758], [-3.32758, 0.78291, -0.66634], [-2.41838, -0.02213, 1.50869], [-0.47129, 1.08586, 2.55098], [2.47176, -1.52718, -1.28680], [1.33615, -2.09997, -2.47747], [1.61864, -3.23475, -3.04946], [0.60329, -3.89880, -3.88439], [-0.75349, -3.61487, -3.32035], [-0.93220, -2.15906, -3.22379], [-2.29140, -1.67989, -3.55896], [-2.56650, -1.86162, -5.02994], [-1.76733, -1.22761, -5.97812], [-2.02532, -1.40152, -7.32830], [-3.08347, -2.20460, -7.73670], [-3.88276, -2.83379, -6.79477], [-3.62195, -2.66659, -5.44113], [0.04127, -1.39868, -2.84404], [-0.07019, 0.33945, -2.85425], [2.92672, -3.94451, -2.93471], [3.35439, -4.46879, -4.27461], [3.68625, -3.57539, -5.29103], [4.07213, -4.05167, -6.53253], [4.13527, -5.42184, -6.75979], [3.81623, -6.31347, -5.74693], [3.42220, -5.83767, -4.50399], [0.81240, -4.96605, -3.88078], [0.69435, -3.54024, -4.91137], [-0.89584, -4.04589, -2.32646], [-1.51923, -3.99429, -3.99374], [-2.35849, -0.64389, -3.24183], [-2.96978, -2.29100, -2.96130], [-0.95276, -0.58140, -5.66742], [-1.40840, -0.90244, -8.06341], [-3.28642, -2.33462, -8.79101], [-4.70975, -3.45497, -7.11061], [-4.25041, -3.15669, -4.70592], [2.79322, -4.75225, -2.21291], [3.64643, -3.23675, -2.52573], [3.66023, -2.50588, -5.10785], [4.33830, -3.35847, -7.31882], [4.44576, -5.79305, -7.72703], [3.87910, -7.37892, -5.92089], [3.18359, -6.53498, -3.70854], [-0.45189, -1.27113, -0.44617], [1.63518, 0.65951, -0.32962], [2.40404, 0.07064, -1.39558]],
  "atomic_forces_ev_per_a": [[0.227, -0.033, 0.071], [-0.001, -0.002, -0.004], [-0.086, -0.078, -0.048], [0.279, 0.028, 0.207], [-0.261, -0.214, -0.036], [0.003, 0.067, -0.134], [-0.086, -0.107, -0.074], [0.214, 0.184, -0.075], [-0.001, 0.000, -0.001], [-0.008, 0.001, -0.004], [0.000, 0.000, 0.000], [0.014, 0.001, 0.011], [-0.016, -0.012, -0.002], [-0.006, 0.014, -0.001], [0.003, 0.003, 0.008], [0.018, 0.004, -0.008], [0.020, -0.035, -0.165], [0.054, -0.051, 0.002], [-0.112, 0.115, 0.014], [0.029, -0.076, -0.112], [-0.110, 0.043, 0.032], [0.043, -0.016, -0.054], [-0.033, 0.008, -0.013], [-0.015, -0.018, 0.017], [0.001, 0.013, -0.010], [0.007, 0.005, 0.001], [-0.004, -0.003, 0.005], [0.001, -0.002, -0.006], [0.018, -0.005, -0.001], [0.021, 0.188, 0.233], [0.009, -0.196, -0.030], [0.006, -0.034, 0.028], [0.018, -0.010, -0.018], [0.000, 0.003, 0.018], [-0.002, -0.003, 0.002], [0.004, 0.006, -0.003], [-0.001, -0.009, -0.005], [-0.007, 0.010, 0.011], [0.014, 0.001, 0.000], [0.029, -0.005, -0.006], [0.000, 0.005, 0.009], [-0.011, -0.014, 0.017], [-0.009, -0.012, -0.018], [-0.018, 0.014, 0.004], [0.001, 0.000, 0.014], [-0.004, -0.001, -0.003], [0.000, 0.000, 0.001], [0.000, 0.002, -0.001], [-0.002, 0.002, -0.002], [0.005, 0.014, 0.019], [0.020, 0.002, -0.035], [0.001, 0.007, 0.000], [0.001, -0.002, -0.001], [-0.001, -0.001, 0.001], [0.000, 0.001, 0.000], [0.003, -0.003, -0.003], [-0.084, 0.107, 0.035], [-0.313, -0.077, 0.032], [0.123, 0.171, 0.078]]
}

# 2
{
  "formula": "C25H26N2O4",
  "method": "ωB97M-V with the def2-TZVPD basis set",
  "multiplicity": 1,
  "charge": 0,
  "e_tot_ev": -37515.3806,
  "fmax_ev_per_a": 2.582,
  "orbital_gap_ev": 4.7,
  "elements": ["C", "C", "C", "O", "C", "O", "C", "C", "C", "C", "C", "C", "C", "N", "C", "C", "C", "O", "O", "H", "H", "H", "H", "H", "H", "H", "H", "H", "H", "H", "H", "C", "N", "C", "C", "C", "C", "C", "C", "C", "C", "C", "C", "H", "H", "H", "H", "H", "H", "H", "H", "H", "H", "H", "H", "H", "H"],
  "xyz": [[0.90011, -0.77266, 4.34259], [2.16114, -0.61711, 3.51464], [3.40246, -1.06637, 4.29336], [2.10284, -1.42091, 2.31591], [1.06851, -1.08007, 1.46112], [0.62146, -1.90772, 0.68739], [0.62620, 0.29535, 1.53888], [-0.56424, 0.69590, 0.79442], [-1.84783, 0.35258, 1.54705], [-2.40401, 1.29383, 2.41425], [-3.58732, 0.99617, 3.08844], [-4.19693, -0.25338, 2.90981], [-5.45058, -0.54228, 3.56551], [-6.47706, -0.76802, 4.08309], [-3.60297, -1.21290, 2.07965], [-2.40670, -0.91912, 1.42399], [1.41025, 1.27151, 2.25546], [1.34198, 2.47601, 2.07904], [2.35283, 0.76583, 3.13358], [0.00672, -0.46208, 3.78358], [0.80295, -1.82421, 4.63824], [1.00001, -0.15807, 5.24451], [4.30568, -0.95975, 3.68410], [3.50422, -0.46024, 5.19886], [3.28783, -2.11808, 4.57548], [-0.49636, 1.77941, 0.64768], [-0.53758, 0.12631, -0.14415], [-1.89001, 2.24592, 2.57260], [-4.05077, 1.73410, 3.74668], [-4.08302, -2.18471, 1.94774], [-1.88233, -1.67711, 0.83628], [6.94422, 1.92346, 3.07288], [6.11979, 2.40202, 1.96353], [6.36064, 3.76663, 1.50390], [5.13472, 1.64809, 1.47997], [4.25083, 2.05650, 0.46170], [3.33073, 1.21119, -0.14567], [2.75089, 1.52508, -1.43709], [2.56274, 0.54799, -2.45144], [2.07291, 0.90619, -3.70536], [1.73860, 2.24088, -3.98294], [1.92958, 3.22205, -2.99843], [2.42573, 2.87099, -1.74489], [7.67369, 2.70131, 3.31429], [6.30820, 1.73434, 3.94912], [7.46147, 0.99291, 2.79914], [7.19492, 4.16243, 2.08921], [6.62680, 3.80094, 0.43687], [5.47916, 4.39861, 1.67710], [5.04358, 0.62895, 1.88188], [4.34431, 3.08611, 0.09839], [3.14093, 0.21616, 0.27549], [2.83528, -0.48816, -2.23615], [1.94624, 0.15060, -4.48260], [1.29469, 2.51462, -4.94351], [1.68625, 4.26538, -3.20471], [2.55226, 3.62094, -0.96216]],
  "atomic_forces_ev_per_a": [[-0.184, -0.102, 0.272], [0.234, 0.129, -0.794], [-0.349, 0.189, -0.254], [0.277, 0.051, 0.695], [-0.868, 1.547, 0.006], [0.400, -0.374, 0.117], [2.190, -0.714, 1.167], [-0.709, 0.036, -0.456], [0.715, 0.201, -0.186], [-0.412, -0.218, 0.168], [0.132, 0.143, 0.044], [0.047, 0.086, -0.148], [-1.960, -0.409, 0.952], [2.212, 0.470, -1.080], [0.206, -0.081, -0.035], [-0.454, -0.073, 0.179], [-1.042, -1.062, -1.166], [0.374, 0.469, 0.607], [0.406, -0.395, 0.382], [0.332, -0.146, 0.286], [-0.047, 0.218, -0.053], [-0.084, -0.111, -0.145], [-0.159, -0.020, 0.025], [-0.028, -0.083, -0.151], [0.030, 0.211, -0.081], [-0.213, -0.193, -0.317], [-0.304, 0.438, -0.102], [-0.270, -0.245, -0.139], [0.141, -0.266, -0.173], [0.170, 0.287, 0.110], [-0.282, 0.303, 0.056], [-0.046, -0.407, 0.270], [-0.866, -0.620, -0.425], [-0.075, 0.377, -0.085], [0.091, 0.190, 0.315], [-0.579, 0.102, -0.349], [1.276, -0.243, 0.442], [-0.754, 0.740, -1.010], [0.081, 0.187, 0.690], [-0.024, 0.361, 0.000], [0.064, -0.099, 0.489], [0.008, -0.236, 0.043], [0.162, -0.432, -0.036], [-0.135, -0.383, 0.019], [0.246, 0.072, -0.197], [-0.100, 0.316, 0.081], [-0.251, 0.027, -0.276], [-0.126, -0.127, 0.316], [0.199, -0.166, -0.057], [0.054, 0.496, -0.043], [0.057, -0.542, -0.049], [0.274, 0.230, -0.202], [-0.192, 0.278, -0.087], [0.025, 0.173, 0.316], [0.280, -0.122, 0.289], [0.001, -0.328, 0.052], [-0.168, -0.130, -0.291]]
}

# 3
{
  "formula": "C25H26N3O9SV",
  "method": "ωB97M-V with the def2-TZVPD basis set",
  "multiplicity": 4,
  "charge": -1,
  "s2": 3.755,
  "e_tot_ev": -85772.7912,
  "fmax_ev_per_a": 0.379,
  "orbital_gap_ev": [6.1, 7.9],
  "elements": ["V", "O", "C", "C", "O", "O", "C", "C", "C", "C", "C", "C", "C", "C", "C", "C", "C", "C", "H", "H", "H", "H", "H", "H", "H", "H", "H", "H", "H", "C", "O", "C", "O", "N", "N", "H", "H", "H", "H", "H", "H", "C", "C", "C", "C", "C", "C", "C", "S", "O", "O", "N", "C", "C", "O", "O", "H", "H", "H", "H", "H", "H", "H", "H", "H"],
  "xyz": [[-0.05542, -1.00570, -1.45445], [0.03153, -1.31373, 0.72047], [0.15490, -0.09714, 1.50273], [0.68320, 1.04531, 0.55257], [0.94077, 2.10730, 1.11415], [0.77346, 0.76387, -0.67119], [-1.19586, 0.34272, 2.03316], [-1.25103, 1.35596, 2.99297], [-2.47004, 1.79933, 3.47140], [-3.65501, 1.24244, 3.00122], [-3.60699, 0.24844, 2.04175], [-2.38186, -0.19622, 1.55454], [1.16571, -0.41321, 2.59621], [0.76648, -1.01553, 3.78381], [1.70533, -1.42232, 4.72206], [3.05646, -1.22945, 4.48089], [3.46246, -0.62813, 3.29705], [2.52449, -0.22299, 2.36068], [-0.65362, -1.87143, 1.11263], [-0.32684, 1.80328, 3.33193], [-2.49652, 2.58971, 4.21141], [-4.60800, 1.59218, 3.37841], [-4.51876, -0.18439, 1.64995], [-2.38159, -0.93887, 0.76787], [-0.28894, -1.16109, 3.98167], [1.37644, -1.88767, 5.64299], [3.79092, -1.54261, 5.21278], [4.51567, -0.46687, 3.10272], [2.84595, 0.25563, 1.44459], [4.89222, -3.76462, -1.42946], [3.96343, -2.73730, -1.74144], [2.67664, -2.84547, -1.34583], [1.93142, -1.91377, -1.54580], [2.31094, -4.00236, -0.74647], [1.00165, -4.25148, -0.31345], [5.85898, -3.39977, -1.76420], [4.66218, -4.68785, -1.96858], [4.92953, -3.95243, -0.35442], [2.90937, -4.80516, -0.77004], [0.83458, -3.66321, 0.49316], [0.32336, -3.97662, -1.02896], [-0.30148, 6.07997, -2.32022], [-0.66853, 4.63774, -2.53381], [-1.28060, 3.89872, -1.53312], [-1.60832, 2.56289, -1.72654], [-1.31082, 1.95846, -2.93105], [-0.69305, 2.67792, -3.94745], [-0.38308, 4.00917, -3.74684], [-1.64407, 0.24044, -3.22090], [-0.30408, -0.33959, -3.51773], [-2.59436, 0.13096, -4.30191], [-2.07553, -0.30628, -1.82124], [-3.01400, -1.42309, -1.80199], [-2.35395, -2.79825, -1.57732], [-3.07185, -3.75018, -1.28854], [-1.07054, -2.83579, -1.70461], [-0.49367, 6.38503, -1.29195], [-0.87231, 6.73832, -2.97950], [0.75707, 6.24909, -2.52652], [-1.48226, 4.35798, -0.57288], [-2.06041, 1.97630, -0.93836], [-0.44458, 2.18865, -4.88027], [0.10573, 4.56901, -4.53676], [-3.59571, -1.48364, -2.72675], [-3.73725, -1.27263, -0.99528]],
  "atomic_forces_ev_per_a": [[0.342, -0.154, 0.057], [-0.175, 0.053, -0.054], [0.028, -0.003, -0.042], [-0.027, 0.171, 0.150], [0.055, -0.113, 0.000], [-0.012, -0.176, -0.129], [0.038, 0.011, 0.031], [0.000, -0.045, -0.038], [0.024, 0.008, 0.006], [-0.032, 0.027, 0.032], [0.000, -0.030, -0.035], [-0.039, 0.007, 0.004], [0.040, 0.027, -0.072], [-0.016, 0.014, -0.024], [-0.017, -0.006, 0.022], [0.021, -0.010, 0.020], [0.010, 0.011, -0.012], [-0.007, -0.005, 0.026], [0.017, 0.012, -0.011], [-0.005, 0.001, 0.011], [-0.012, -0.001, 0.002], [-0.003, -0.001, -0.006], [-0.008, 0.008, 0.006], [0.014, 0.008, -0.004], [-0.006, -0.002, 0.002], [0.007, -0.004, 0.005], [-0.003, 0.002, 0.002], [0.003, -0.003, 0.006], [-0.003, -0.004, -0.010], [-0.010, 0.006, -0.017], [-0.047, 0.019, 0.002], [-0.089, -0.285, 0.033], [-0.038, 0.302, -0.032], [0.096, 0.080, -0.072], [0.123, -0.115, 0.040], [-0.002, -0.004, 0.009], [0.004, 0.001, 0.015], [0.006, -0.007, -0.009], [0.016, -0.018, 0.020], [-0.038, 0.057, 0.028], [-0.098, 0.026, -0.009], [0.026, 0.067, 0.018], [-0.006, -0.033, -0.033], [-0.012, -0.014, 0.012], [0.001, -0.002, 0.066], [-0.015, -0.001, -0.072], [-0.015, 0.001, -0.002], [0.000, 0.012, 0.012], [0.206, -0.037, 0.010], [-0.045, 0.104, -0.066], [-0.020, 0.014, -0.007], [-0.155, -0.023, 0.045], [-0.130, -0.005, 0.012], [-0.089, -0.107, 0.002], [0.033, 0.074, -0.032], [0.081, 0.202, 0.098], [-0.006, -0.007, 0.001], [-0.005, -0.014, -0.006], [0.000, -0.006, -0.004], [0.002, 0.005, 0.006], [-0.006, 0.002, -0.006], [-0.010, -0.020, -0.002], [0.003, 0.008, 0.000], [0.009, -0.034, 0.014], [-0.004, -0.055, -0.017]]
}